Formula: C5H16N2
Source: OMol25
Level of theory: the ωB97M-V functional and the def2-TZVPD basis

Its net charge is +3. Its expectation value of S² is 0.754. The calculation puts the LUMO energy (alpha / beta) at -13.0 / -18.6 eV. Its spin multiplicity is 2.

Each line ends with the Löwdin spin population.
CARTESIAN COORDINATES (ANGSTROEM)
H: 1.9746 2.7203 -1.4500  0.000
C: 0.4775 -1.3695 1.0391  0.031
N: 0.1115 -3.1899 1.9101  0.072
H: -0.7819 -3.6565 1.9488  0.001
C: -0.8839 -1.1901 0.5460  0.256
H: -0.7471 0.8831 0.8852  0.038
H: 0.6269 2.0175 0.0390  0.002
H: 0.5866 -4.0558 1.3412  0.002
H: 0.4750 -3.4806 2.9118  0.003
N: 1.0600 2.9930 -1.7045  0.004
H: -2.1791 0.2981 -0.2716  0.030
H: 0.7210 0.4203 -1.4513  0.023
C: -0.2234 0.7337 -1.1376  0.177
H: -0.8068 2.9662 -0.6186  0.003
H: 0.9471 2.8431 -2.7924  0.000
H: -1.0389 -2.1704 -0.0807  0.037
H: -0.6867 0.5870 -2.1395  0.057
H: -1.7413 -1.0101 1.1086  0.050
H: 1.1035 4.0759 -1.5926  0.001
H: 1.2670 -1.8955 0.3337  0.003
C: -1.0418 0.1976 0.0087  0.186
H: 0.7757 -1.0085 1.9862  0.005
C: 0.0043 2.2911 -0.8196  0.019

Formula: C5H16N2O
Source: OMol25
Level of theory: the ωB97M-V functional and the def2-TZVPD basis

As for the structure (SMILES): CCN[C@@H](C)CN.O. The calculation puts the LUMO energy at 0.9 eV. Its spin multiplicity is 1.

Each line ends with the Mulliken charge.
CARTESIAN COORDINATES (ANGSTROEM)
H: 1.1652 1.4582 -1.4024  0.349
C: 0.5496 1.9881 1.1722  -1.505
H: 0.3219 -1.1437 -2.7788  0.314
H: 0.7933 2.1841 2.2160  0.445
H: 1.2337 0.1830 -3.4955  0.392
H: -1.8301 0.4862 1.5729  0.353
H: -0.6053 -1.6138 -0.6942  0.507
N: -1.1046 -1.3613 2.1111  -0.638
H: -0.9439 0.5953 -0.6400  0.278
H: -0.2959 -1.8324 2.4778  0.243
C: 0.9282 0.3924 -1.3718  -0.457
H: -0.7036 0.4760 2.9392  0.407
C: 0.4773 -0.0669 -2.7503  -1.262
H: -0.4525 0.4281 -3.0369  0.325
H: 1.1268 -0.0968 1.2850  0.234
H: -0.3274 2.5793 0.9059  0.317
H: -1.2848 -1.8111 1.2173  0.302
H: -0.4454 -3.1367 -0.9783  0.324
C: 0.2483 0.4906 1.0036  0.406
O: -1.0934 -2.4542 -0.7966  -0.731
H: 1.4075 2.2604 0.5611  0.406
C: -0.8893 0.0705 1.9444  -0.979
H: 1.8265 -0.1664 -1.0986  0.326
N: -0.1020 0.0912 -0.3632  -0.357

Formula: C5H16N2O
Source: OMol25
Level of theory: the ωB97M-V functional and the def2-TZVPD basis

As for the structure (SMILES): CNCCN(C)C.O. The calculation puts the LUMO energy at 0.9 eV. Its spin multiplicity is 1.

Each line ends with the Mulliken charge.
CARTESIAN COORDINATES (ANGSTROEM)
H: 0.9971 0.0282 1.6608  0.452
N: 0.6915 2.1058 -1.1211  -0.384
C: -0.8036 -2.0042 -0.1436  -0.971
H: -2.1599 -1.7001 2.2321  0.311
H: -1.1183 -2.8492 0.5347  0.316
H: 2.7545 1.8008 -1.5454  0.332
H: -1.9850 -0.6474 3.3893  0.298
H: 0.0907 0.1736 -1.9526  0.246
H: -1.7169 0.6431 -0.4806  0.454
C: 0.5985 -0.9688 1.4656  -1.286
N: -0.6982 -0.8356 0.7378  0.198
H: 1.6262 2.1059 -3.0987  0.342
H: 0.2921 -1.4446 2.3915  0.373
H: 2.0003 3.2895 -2.0492  0.361
H: -1.4798 -1.9382 -1.0058  0.333
H: 0.1716 -2.3147 -0.5765  0.325
H: 1.2065 0.1780 -0.4921  0.413
O: -2.6085 -1.0598 2.7717  -0.627
H: -0.5914 1.1708 0.8334  0.381
C: 0.3849 0.6558 -1.0033  -0.318
C: -0.7762 0.4542 0.0028  -1.164
C: 1.8960 2.1919 -2.0435  -0.956
H: -0.1133 2.5963 -1.4960  0.250
H: 1.3414 -1.6312 0.9888  0.321

Formula: C5H16N2O
Source: OMol25
Level of theory: the ωB97M-V functional and the def2-TZVPD basis

As for the structure (SMILES): C[C@H](N)CN(C)C.O. The calculation puts the LUMO energy at 0.9 eV. Its spin multiplicity is 1.

Each line ends with the Mulliken charge.
CARTESIAN COORDINATES (ANGSTROEM)
C: -1.0395 -0.7338 0.1659  0.295
H: 3.2597 0.6751 -0.7000  0.300
H: 2.8993 -1.1441 -2.1482  0.411
H: 1.6826 -0.2017 -2.8552  0.284
N: 1.4717 -0.5826 -0.5733  0.062
C: 2.6417 0.1315 0.1009  -1.057
H: -1.2021 1.6966 2.1320  0.399
C: -2.4041 -0.4779 -0.4909  -1.281
H: -2.3480 0.5248 -1.0101  0.265
H: -2.5379 -1.3596 -1.1672  0.298
H: -0.5325 -0.6067 2.2961  0.233
N: -1.2102 -0.3931 1.5912  -0.522
H: 3.2435 -0.6414 0.4857  0.336
H: -3.3515 -0.2343 0.0991  0.413
C: 0.1705 0.1442 -0.4661  -0.985
H: -0.1951 0.3441 -1.5905  0.241
O: -1.1942 2.4494 1.4871  -0.683
H: -2.0322 -0.8790 1.8046  0.186
H: -1.4840 2.0841 0.7100  0.256
H: 1.2212 -1.8144 -2.1639  0.312
C: 1.8588 -0.9296 -1.9199  -1.042
H: 2.2976 0.7426 0.8602  0.423
H: -0.8115 -1.8263 -0.1359  0.240
H: 0.2497 1.0675 0.0217  0.616

Formula: C5H16N2O
Source: OMol25
Level of theory: the ωB97M-V functional and the def2-TZVPD basis

Its net charge is +2. The calculation puts the LUMO energy at -6.9 eV. Its spin multiplicity is 1.

Each line ends with the Mulliken charge.
CARTESIAN COORDINATES (ANGSTROEM)
C: 0.3529 -1.2781 2.3714  -0.814
H: 0.9501 -1.0093 3.3877  0.274
H: -1.3386 0.0110 -0.2365  0.494
H: -0.7867 -1.5760 -2.8263  0.383
C: -0.5134 -0.6258 0.1275  -1.018
H: 0.3134 -2.3674 2.1233  0.290
H: -0.3671 -2.7588 -1.5923  0.376
H: 1.4765 0.3675 -2.6534  0.378
H: -0.3538 1.6940 1.2128  0.231
H: 1.4205 -1.4734 -0.6590  0.337
H: -1.0702 3.6991 -0.4802  0.312
N: -0.1101 1.0194 1.9732  -0.113
N: -0.0309 -1.9688 -2.1521  -0.399
H: -0.0932 2.6670 -0.9359  0.285
C: 0.8053 0.5459 -1.7300  -1.316
H: 0.7103 -2.3878 -2.7212  0.381
C: 0.5031 -0.8638 -1.0599  0.358
O: -0.8018 2.7728 -0.3705  -0.623
H: -0.0471 1.1250 -1.9696  0.433
H: -1.1750 -1.6492 0.1508  0.401
H: -1.0094 0.9837 2.6200  0.484
H: 1.4619 1.2125 -0.9867  0.335
C: -0.0299 -0.3614 1.4965  0.109
H: 0.6032 1.4245 2.5489  0.422

Formula: C5H16N2O2
Source: OMol25
Level of theory: the ωB97M-V functional and the def2-TZVPD basis

As for the structure (SMILES): CCN[C@H](CN)CO.O. The calculation puts the LUMO energy at 0.8 eV. Its spin multiplicity is 1.

Each line ends with the Mulliken charge.
CARTESIAN COORDINATES (ANGSTROEM)
O: -2.0417 -0.6637 -1.3179  -0.564
C: 1.0967 1.4768 -1.1683  -0.914
H: 1.7100 0.0909 1.6048  0.298
H: 1.5802 -0.1711 -2.3547  0.326
N: 0.7945 -1.0199 -0.6362  -0.289
H: -2.3850 2.8961 -0.0799  0.304
H: 0.8184 0.3608 2.9199  0.297
H: -1.3092 -0.6139 -1.9434  0.332
N: 1.2092 -0.3834 2.3508  -0.605
H: -1.7762 1.5813 -0.4334  0.303
H: -2.3793 -1.0839 0.5956  0.358
O: -1.8824 2.1733 0.3062  -0.592
H: 1.4459 -1.6671 -0.2154  0.342
C: -0.2607 -0.7031 0.3104  0.847
H: -0.7921 -1.2367 2.3479  0.403
H: 0.8755 1.7882 -0.1479  0.348
C: 1.6068 0.0500 -1.2816  -0.548
H: -1.5647 -2.3685 -0.2859  0.334
H: -0.4468 0.3513 0.3778  -0.175
C: -1.5797 -1.2862 -0.1176  -0.874
H: 0.4001 -2.1776 1.6547  0.429
C: 0.1061 -1.1189 1.7386  -1.309
H: 0.2452 1.6220 -1.8297  0.170
H: 1.8898 2.1763 -1.4410  0.381
H: 2.6395 -0.0730 -0.9538  0.398

ΔE to the lowest compared entry with this formula, charge and spin (eV)
2.7537; 0.1157; 2.3611; 2.7105; 2.1537; 1.5037